Entry from OMol25: C32H25CaN2PS6 as an isolated structure (wB97M-V/def2-TZVPD).

HOMO (eV): -7.64
Molar mass (g/mol): 701.02
Frontier orbital gap (eV): 7.200
Total charge: 0
E (a.u.): -4752.04183

Each line ends with the Löwdin charge.
Atoms and positions in Å:
Ca 0.108 0.653 -0.306  1.073
C 7.059 -0.951 1.200  -0.085
C 6.248 0.145 1.474  -0.079
C 4.945 0.179 1.000  -0.097
C 4.430 -0.886 0.259  -0.370
C 5.248 -1.978 -0.013  -0.094
C 6.558 -2.009 0.455  -0.078
P 2.677 -0.804 -0.246  1.021
C 2.474 -2.162 -1.456  -0.390
C 1.603 -3.226 -1.241  -0.085
C 1.411 -4.192 -2.226  -0.081
C 2.090 -4.105 -3.430  -0.087
C 2.958 -3.040 -3.658  -0.081
C 3.139 -2.073 -2.682  -0.110
C 1.789 -1.368 1.268  -0.478
C 2.286 -2.438 2.030  -0.112
C 1.611 -2.845 3.162  -0.095
C 0.438 -2.183 3.536  -0.104
C -0.034 -1.129 2.775  -0.183
C 0.611 -0.661 1.604  -0.306
H 8.079 -0.977 1.562  0.103
H 6.633 0.975 2.053  0.104
H 4.321 1.038 1.220  0.088
H 4.868 -2.812 -0.591  0.103
H 7.184 -2.866 0.237  0.104
H 1.080 -3.311 -0.296  0.098
H 0.732 -5.016 -2.043  0.103
H 1.944 -4.859 -4.194  0.102
H 3.486 -2.958 -4.599  0.104
H 3.803 -1.237 -2.877  0.111
H 3.206 -2.940 1.744  0.102
H 1.993 -3.666 3.757  0.099
H -0.090 -2.496 4.430  0.096
H -0.943 -0.635 3.115  0.075
S -6.708 -0.357 -0.894  0.989
C -4.925 -0.354 -0.902  -0.499
C -4.204 -1.010 0.087  -0.057
C -2.825 -0.927 0.071  -0.117
N -2.150 -0.248 -0.868  -0.049
C -2.849 0.357 -1.840  -0.156
C -4.229 0.322 -1.893  -0.059
C -6.954 1.102 0.096  -0.525
C -7.214 0.994 1.454  -0.084
C -7.395 2.156 2.189  -0.139
N -7.329 3.383 1.669  0.071
C -7.079 3.469 0.360  -0.130
C -6.895 2.369 -0.465  -0.076
H -4.709 -1.558 0.870  0.112
H -2.228 -1.407 0.838  0.101
H -2.267 0.896 -2.578  0.060
H -4.753 0.832 -2.690  0.113
H -7.278 0.024 1.929  0.103
H -7.601 2.094 3.251  0.107
H -7.021 4.469 -0.055  0.110
H -6.705 2.501 -1.522  0.105
C 2.973 3.430 0.119  -0.406
S 2.483 4.483 -1.257  0.822
C 0.746 4.408 -1.058  -1.026
C -0.072 3.493 -1.620  -1.186
S 0.295 2.067 -2.588  0.389
S -1.754 3.703 -1.218  0.860
C -1.644 5.096 -0.194  -1.517
S -2.931 5.760 0.576  0.535
S -0.015 5.636 -0.071  0.910
H 4.057 3.503 0.210  0.036
H 2.716 2.387 -0.077  -0.011
H 2.517 3.761 1.051  0.045